[1]
# C5H8OS2

A single C5H8OS2 molecule in a non-equilibrium geometry (ωB97M-V/def2-TZVPD, the Open Molecules 2025 dataset).

Last column: Löwdin charge in e.
Element x y z (Å)
C -3.175 0.046 0.530  0.03
C -2.330 0.365 -0.484  -0.24
C -0.987 0.895 -0.180  -0.52
S 0.362 -0.282 -0.620  0.93
C 1.788 0.684 -0.216  -1.18
S 1.838 2.288 -0.057  0.71
O 2.809 -0.054 0.181  -0.22
C 2.761 -1.499 0.115  -0.11
H -4.098 -0.439 0.347  0.04
H -2.986 0.333 1.563  0.06
H -2.544 0.276 -1.537  0.10
H -0.849 1.821 -0.761  0.06
H -0.842 1.204 0.873  0.08
H 2.051 -1.948 0.880  0.10
H 2.471 -1.791 -0.922  0.08
H 3.730 -1.900 0.286  0.08

Frontier orbital gap, eV: 9.143



[2]
# C62H76N5O4PReS2

A molecular structure, C62H76N5O4PReS2 (ωB97M-V/def2-TZVPD, the Open Molecules 2025 dataset).

Last column: Löwdin charge in e.
Element x y z (Å)
Re 0.537 0.221 0.681  1.55
C -1.729 2.887 -2.053  -0.10
N -1.592 1.500 -1.633  -0.27
C -1.558 0.668 -2.823  -0.08
C -2.680 1.195 -0.717  -0.19
C -2.826 -0.263 -0.330  -0.15
N -1.642 -0.965 0.244  -0.17
C -1.483 -2.201 -0.556  -0.14
C -0.324 -3.134 -0.317  -0.12
C -0.416 -4.348 -0.997  0.01
C 0.580 -5.298 -0.917  -0.17
C 1.680 -4.991 -0.111  0.02
C 1.826 -3.805 0.584  -0.07
C 0.792 -2.843 0.457  -0.25
O 0.837 -1.677 1.118  -0.36
C 3.086 -3.548 1.408  -0.52
C 2.725 -3.131 2.841  -0.05
C 3.927 -2.489 0.678  -0.05
C 3.958 -4.802 1.538  -0.07
C 0.536 -6.628 -1.661  -0.56
C 0.584 -7.782 -0.652  -0.05
C -0.732 -6.776 -2.501  -0.07
C 1.748 -6.723 -2.597  -0.05
C -1.966 -1.400 1.631  -0.12
C -2.445 -0.333 2.571  -0.14
C -3.692 -0.455 3.161  0.00
C -4.114 0.416 4.158  -0.17
C -3.188 1.356 4.602  0.03
C -1.912 1.508 4.063  -0.08
C -1.590 0.711 2.946  -0.26
O -0.488 0.947 2.230  -0.30
C -0.898 2.442 4.734  -0.51
C -0.552 3.655 3.853  -0.04
C 0.388 1.663 5.047  -0.04
C -1.432 2.974 6.069  -0.07
C -5.500 0.257 4.777  -0.56
C -5.812 1.361 5.788  -0.07
C -6.565 0.305 3.674  -0.05
C -5.579 -1.096 5.497  -0.05
H -2.619 3.024 -2.689  0.09
H -0.851 3.200 -2.617  0.09
H -1.841 3.537 -1.186  0.08
H -2.508 0.699 -3.384  0.10
H -1.322 -0.364 -2.577  0.06
H -0.763 1.032 -3.475  0.09
H -3.648 1.477 -1.174  0.13
H -2.556 1.812 0.178  0.12
H -3.169 -0.818 -1.205  0.12
H -3.637 -0.314 0.403  0.12
H -1.471 -1.925 -1.611  0.11
H -2.405 -2.786 -0.409  0.13
H -1.304 -4.529 -1.589  0.11
H 2.464 -5.729 -0.027  0.09
H 2.100 -2.244 2.875  0.04
H 3.638 -2.931 3.403  0.08
H 2.193 -3.945 3.337  0.09
H 3.337 -1.630 0.374  0.02
H 4.362 -2.930 -0.221  0.09
H 4.740 -2.133 1.314  0.09
H 3.416 -5.630 1.997  0.09
H 4.810 -4.566 2.176  0.09
H 4.355 -5.134 0.579  0.08
H -0.272 -7.741 0.022  0.09
H 1.489 -7.747 -0.046  0.08
H 0.566 -8.741 -1.172  0.08
H -1.629 -6.760 -1.881  0.08
H -0.710 -7.730 -3.029  0.08
H -0.814 -5.985 -3.247  0.08
H 2.686 -6.684 -2.043  0.08
H 1.748 -5.901 -3.312  0.09
H 1.724 -7.663 -3.151  0.08
H -1.068 -1.869 2.032  0.13
H -2.741 -2.177 1.567  0.13
H -4.332 -1.268 2.837  0.11
H -3.465 1.994 5.424  0.08
H 0.314 3.445 3.231  0.03
H -0.292 4.511 4.477  0.08
H -1.396 3.946 3.225  0.09
H 0.836 1.248 4.145  0.04
H 0.182 0.844 5.738  0.10
H 1.118 2.327 5.515  0.09
H -2.269 3.662 5.938  0.09
H -0.632 3.524 6.565  0.08
H -1.746 2.168 6.733  0.09
H -5.744 2.351 5.334  0.09
H -5.137 1.329 6.643  0.08
H -6.827 1.233 6.164  0.08
H -6.524 1.253 3.137  0.09
H -7.562 0.199 4.105  0.08
H -6.430 -0.498 2.950  0.07
H -4.804 -1.170 6.260  0.09
H -5.445 -1.924 4.801  0.08
H -6.550 -1.214 5.980  0.08
C 6.105 6.703 2.627  -0.09
O 6.456 5.735 1.659  -0.09
C 5.767 5.736 0.489  -0.30
C 4.866 6.726 0.107  -0.02
C 4.216 6.619 -1.114  -0.03
C 4.402 5.508 -1.918  -0.28
C 5.328 4.534 -1.545  -0.02
C 6.021 4.661 -0.363  0.00
N 3.763 5.503 -3.203  0.07
N 3.189 4.511 -3.662  0.08
C 2.857 3.357 -2.869  -0.23
C 3.197 2.124 -3.373  -0.02
C 2.790 0.926 -2.770  0.01
C 1.986 0.960 -1.649  -0.37
O 1.524 -0.120 -1.044  -0.22
C 1.597 2.229 -1.143  -0.19
N 0.741 2.186 -0.073  -0.06
C 0.220 3.297 0.382  -0.20
C 0.511 4.544 -0.199  -0.09
C 1.386 4.617 -1.240  -0.01
C 1.989 3.435 -1.742  -0.10
H 6.700 6.478 3.510  0.09
H 5.042 6.639 2.873  0.09
H 6.343 7.715 2.286  0.09
H 4.672 7.580 0.736  0.10
H 3.545 7.403 -1.443  0.11
H 5.518 3.689 -2.193  0.11
H 6.746 3.920 -0.060  0.12
H 3.796 2.090 -4.274  0.12
H 3.078 -0.030 -3.185  0.12
H -0.454 3.196 1.216  0.09
H 0.038 5.428 0.200  0.12
H 1.602 5.567 -1.701  0.11
S 2.884 3.825 1.684  0.42
P 3.597 2.113 2.273  0.23
S 2.537 0.352 1.978  0.50
C 3.977 2.104 4.052  -0.40
C 3.746 1.010 4.875  -0.12
C 4.065 1.077 6.223  -0.08
C 4.618 2.232 6.753  -0.08
C 4.854 3.327 5.932  -0.08
C 4.530 3.266 4.587  -0.11
C 5.161 1.661 1.454  -0.37
C 6.349 1.465 2.145  -0.07
C 7.490 1.055 1.463  -0.08
C 7.442 0.826 0.099  -0.08
C 6.251 1.016 -0.595  -0.08
C 5.121 1.437 0.078  -0.12
H 3.307 0.109 4.469  0.07
H 3.873 0.225 6.860  0.11
H 4.861 2.282 7.806  0.10
H 5.281 4.232 6.343  0.10
H 4.690 4.122 3.944  0.08
H 6.393 1.627 3.213  0.10
H 8.413 0.907 2.005  0.10
H 8.328 0.494 -0.426  0.10
H 6.205 0.832 -1.660  0.11
H 4.194 1.587 -0.461  0.08

Expectation value of S²: 3.78
Spin multiplicity: 4
Frontier orbital gap (alpha / beta), eV: 6.908 / 6.742



Results for total energy: -1066.866998 -4198.983184 (in Eh, following the order of the records).